DFT (ωB97M-V/def2-TZVPD) results for a cluster of 2 separate species, C3H12NS in total at a distorted geometry.

DFT total energy in eV: -15622.3028
Net charge: +1
Frontier orbital gap in eV: 9.11
2S+1: 1

Positions of all 17 atoms, in Å:
S (-0.640, 0.798, 1.253)
N (1.798, 0.924, -1.151)
C (-2.659, -0.539, 0.473)
C (2.619, -0.155, -1.554)
C (-1.667, -0.695, 1.718)
H (1.486, 1.525, -1.869)
H (-3.567, -1.222, 0.463)
H (-2.331, -0.927, 2.518)
H (-2.962, 0.493, 0.414)
H (2.916, -0.630, -0.491)
H (-0.982, -1.596, 1.552)
H (-0.372, 1.236, 2.384)
H (3.427, 0.213, -2.123)
H (2.026, 1.548, -0.183)
H (-2.042, -0.691, -0.424)
H (0.890, 0.592, -0.795)
H (2.060, -0.873, -2.185)